Record 1
16
Properties=species:S:1:pos:R:3:lowdin_charge:R:1 method="wB97M-V/def2-TZVPD" homo_energy_ev=-9.106 gap_ha=0.364 smiles="C[C@H]1CON=CN1O" charge=0 e_tot_ha=-417.0454
C 1.088 0.705 1.830 -0.026
C -0.117 0.340 0.896 -0.281
C -0.539 1.392 -0.113 -0.232
O -0.203 1.151 -1.378 -0.120
N -0.687 0.028 -1.873 0.042
C -0.453 -0.953 -1.069 -0.121
N 0.375 -0.767 0.058 -0.125
O 0.280 -1.906 0.836 -0.035
H 1.908 1.189 1.353 0.073
H 1.542 -0.171 2.302 0.068
H 0.740 1.194 2.716 0.067
H -1.054 0.139 1.450 0.151
H -1.605 1.710 -0.029 0.140
H 0.045 2.287 0.140 0.134
H -1.059 -1.864 -1.279 0.145
H 1.176 -2.178 1.120 0.120

=====

Record 2
7
Properties=species:S:1:pos:R:3:lowdin_charge:R:1 method="wB97M-V/def2-TZVPD" homo_energy_ev=-10.941 gap_ha=0.427 smiles="O=CO.N#N" charge=0 e_tot_ha=-299.3224
O -1.433 0.740 -0.368 0.071
C -0.498 0.452 0.289 -0.483
O 0.639 -0.130 -0.069 -0.005
H -0.490 0.684 1.501 0.181
H 0.693 -0.143 -1.158 0.210
N 4.117 -0.050 0.288 0.015
N 3.828 0.878 -0.220 0.010

=====

Record 3
50
Properties=species:S:1:pos:R:3:lowdin_charge:R:1 method="wB97M-V/def2-TZVPD" homo_energy_ev=-12.312 gap_ha=0.300 charge=+1 e_tot_ha=-1758.4436
C 3.377 -4.067 2.255 0.128
C 2.678 -3.090 2.257 -0.136
C 1.532 -2.167 2.198 -0.197
C 0.669 -2.461 0.942 -0.170
C 0.099 -3.887 0.970 -0.120
C -1.422 -3.984 1.200 -0.229
C -1.854 -3.817 2.684 -0.011
C -2.480 -2.415 2.675 -0.251
F -3.527 -2.173 3.498 0.079
C -2.716 -2.094 1.222 -0.199
N -3.427 -0.980 0.801 0.160
C -2.782 0.074 0.966 -0.706
S -2.000 1.382 1.147 0.966
N -2.195 -2.976 0.452 0.218
H 4.037 -4.882 2.067 0.037
H 0.907 -2.304 3.083 0.107
H 1.903 -1.143 2.150 0.116
H 1.296 -2.304 0.066 0.091
H -0.092 -1.675 0.916 0.091
H 0.566 -4.484 1.752 0.115
H 0.347 -4.396 0.037 0.126
H -1.767 -4.971 0.887 0.155
H -0.996 -3.945 3.336 0.127
H -2.575 -4.570 3.004 0.138
H -1.684 -1.715 2.992 0.171
H -2.221 -2.987 -0.561 0.203
C -2.546 6.553 0.364 0.032
C -2.014 5.591 1.114 0.014
C -0.768 4.900 0.706 -0.401
O -0.284 4.017 1.391 0.028
C -0.132 5.319 -0.564 0.018
C -0.661 6.280 -1.317 0.032
C -1.911 6.974 -0.912 -0.380
O -2.394 7.848 -1.594 0.129
H -3.454 7.071 0.642 0.127
H -2.458 5.271 2.049 0.122
H 0.779 4.802 -0.839 0.122
H -0.214 6.602 -2.249 0.127
C 3.614 -0.505 -2.739 0.023
C 3.846 0.632 -3.390 0.031
C 2.781 1.294 -4.186 -0.382
O 2.987 2.329 -4.777 0.125
C 1.448 0.637 -4.227 0.027
C 1.220 -0.499 -3.575 0.013
C 2.284 -1.156 -2.779 -0.383
O 2.074 -2.192 -2.176 0.074
H 4.376 -1.005 -2.154 0.125
H 4.809 1.125 -3.374 0.127
H 0.687 1.135 -4.814 0.125
H 0.257 -0.995 -3.595 0.116

=====

Record 4
131
Properties=species:S:1:pos:R:3:lowdin_charge:R:1 method="wB97M-V/def2-TZVPD" homo_energy_ev=-7.798 gap_ha=0.294 smiles="CC[C@@H](F)[C@](OCCOO)([C@H](OCCC(=O)F)C(=O)NC(=O)F)P(O)Cl.CN(C)P(=O)(N(C)C)N(C)C.CN(C)P(=O)(N(C)C)N(C)C.CN(C)P(=O)(N(C)C)N(C)C" charge=0 e_tot_ha=-4686.5464
C 3.915 -7.062 2.371 -0.068
C 3.248 -5.666 2.549 -0.207
C 2.607 -5.249 1.236 -0.293
F 1.472 -6.061 1.148 -0.004
C 2.102 -3.780 1.065 -0.454
O 1.197 -3.899 -0.013 -0.110
C 0.174 -2.942 -0.141 -0.206
C -0.596 -3.211 -1.464 -0.131
O 0.146 -4.098 -2.292 -0.143
O -0.566 -5.327 -2.400 -0.020
C 3.251 -2.827 0.546 -0.176
O 4.210 -3.522 -0.231 -0.057
C 5.418 -3.937 0.379 -0.188
C 6.557 -2.934 0.176 -0.047
C 7.385 -3.250 -1.033 -0.458
O 7.081 -3.910 -1.963 0.183
F 8.598 -2.653 -0.988 0.095
C 3.865 -1.806 1.519 -0.446
O 3.853 -0.643 1.237 0.130
N 4.486 -2.238 2.707 0.177
C 4.565 -1.276 3.743 -0.512
O 3.941 -1.327 4.749 0.170
F 5.469 -0.337 3.512 0.161
P 1.412 -3.279 2.754 0.643
O 0.009 -4.117 2.776 -0.300
Cl 0.782 -1.350 2.576 0.376
H 3.541 -7.768 3.107 0.074
H 3.646 -7.479 1.399 0.077
H 5.001 -6.998 2.406 0.072
H 2.505 -5.797 3.332 0.096
H 4.042 -4.999 2.881 0.083
H 3.222 -5.518 0.380 0.150
H 0.561 -1.917 -0.185 0.099
H -0.553 -2.980 0.671 0.093
H -0.822 -2.289 -2.000 0.116
H -1.515 -3.735 -1.211 0.122
H -0.061 -5.910 -1.815 0.098
H 2.736 -2.189 -0.168 0.158
H 5.704 -4.856 -0.135 0.135
H 5.324 -4.208 1.429 0.102
H 7.210 -2.936 1.051 0.132
H 6.163 -1.919 0.090 0.138
H 4.021 -3.041 3.126 0.086
H 0.166 -4.908 3.304 0.057
C -1.338 3.335 -4.223 -0.129
N -1.080 1.923 -4.049 -0.314
C -0.111 1.598 -3.017 -0.142
P -1.533 0.664 -5.158 0.674
O -1.975 -0.302 -4.099 -0.301
N -3.010 0.968 -5.981 -0.330
C -3.803 2.142 -5.680 -0.125
C -3.860 -0.210 -6.108 -0.140
N -0.564 1.314 -6.376 -0.311
C 0.882 1.315 -6.153 -0.111
C -0.987 1.750 -7.701 -0.103
H -1.088 3.701 -5.228 0.074
H -0.734 3.914 -3.523 0.079
H -2.379 3.589 -4.014 0.064
H 0.927 1.726 -3.357 0.066
H -0.235 0.564 -2.696 0.059
H -0.255 2.226 -2.135 0.079
H -4.140 2.168 -4.634 0.097
H -4.685 2.158 -6.323 0.054
H -3.264 3.062 -5.904 0.065
H -4.427 -0.421 -5.194 0.081
H -3.270 -1.095 -6.344 0.075
H -4.564 -0.056 -6.931 0.078
H 1.214 2.272 -5.738 0.084
H 1.422 1.139 -7.083 0.078
H 1.177 0.526 -5.462 0.079
H -1.289 2.801 -7.674 0.081
H -1.810 1.159 -8.087 0.075
H -0.166 1.653 -8.414 0.076
C -8.688 5.719 -7.938 -0.129
N -7.441 5.402 -7.277 -0.307
C -6.325 5.103 -8.159 -0.133
P -7.264 5.013 -5.619 0.628
O -5.974 5.686 -5.316 -0.294
N -8.359 5.839 -4.579 -0.331
C -9.286 6.827 -5.098 -0.132
C -7.747 6.310 -3.341 -0.142
N -8.200 3.621 -5.680 -0.302
C -7.722 2.529 -6.528 -0.106
C -9.375 3.309 -4.874 -0.101
H -9.498 5.020 -7.689 0.077
H -8.558 5.672 -9.020 0.079
H -9.023 6.732 -7.709 0.062
H -6.358 4.074 -8.544 0.069
H -5.382 5.237 -7.630 0.068
H -6.312 5.783 -9.013 0.079
H -8.778 7.678 -5.574 0.089
H -9.897 7.212 -4.279 0.082
H -9.983 6.386 -5.810 0.061
H -7.190 7.245 -3.474 0.083
H -7.058 5.569 -2.940 0.074
H -8.530 6.471 -2.596 0.080
H -8.182 2.569 -7.521 0.086
H -7.950 1.559 -6.085 0.082
H -6.642 2.572 -6.655 0.043
H -10.281 3.681 -5.360 0.081
H -9.316 3.728 -3.876 0.074
H -9.475 2.228 -4.758 0.076
C 5.634 0.485 11.592 -0.125
N 5.762 -0.916 11.250 -0.302
C 6.873 -1.616 11.878 -0.131
P 4.981 -1.696 9.963 0.595
O 4.687 -3.055 10.469 -0.291
N 3.405 -1.066 9.652 -0.321
C 2.823 -0.028 10.482 -0.135
C 2.414 -2.093 9.354 -0.144
N 5.686 -0.883 8.690 -0.300
C 7.135 -1.024 8.537 -0.111
C 5.016 -0.154 7.618 -0.099
H 5.720 1.148 10.722 0.080
H 6.427 0.770 12.283 0.080
H 4.692 0.695 12.097 0.061
H 7.827 -1.426 11.369 0.070
H 6.691 -2.690 11.871 0.071
H 6.979 -1.314 12.921 0.080
H 2.706 -0.335 11.531 0.088
H 1.836 0.233 10.094 0.081
H 3.410 0.889 10.444 0.060
H 2.021 -2.578 10.256 0.083
H 2.836 -2.869 8.719 0.073
H 1.582 -1.636 8.811 0.080
H 7.669 -0.199 9.022 0.083
H 7.419 -1.040 7.485 0.076
H 7.490 -1.958 8.976 0.076
H 4.853 0.889 7.904 0.084
H 4.066 -0.594 7.344 0.063
H 5.626 -0.158 6.714 0.066

=====

Record 5
80
Properties=species:S:1:pos:R:3:lowdin_charge:R:1 method="wB97M-V/def2-TZVPD" homo_energy_ev=-14.913 gap_ha=0.170 charge=+3 e_tot_ha=-2927.0376
Rh -1.400 -1.956 -0.857 0.688
C 3.957 3.237 -3.117 -0.024
C 3.785 1.838 -2.515 -0.520
C 5.122 1.092 -2.629 -0.028
C 2.752 1.074 -3.353 -0.041
C 3.341 1.922 -1.018 -0.411
O 3.297 0.605 -0.452 -0.028
C 4.267 2.852 -0.191 -0.096
C 4.414 2.512 1.305 -0.112
C 3.137 2.576 2.101 -0.241
C 2.530 3.801 2.378 -0.025
C 1.306 3.868 3.030 -0.078
C 0.689 2.690 3.424 -0.658
Cl -0.849 2.752 4.232 0.685
C 1.295 1.466 3.206 -0.110
C 2.513 1.417 2.545 -0.048
C 1.913 2.478 -0.837 -0.001
N 0.824 1.524 -1.077 -0.051
C 0.565 0.410 -0.418 -0.116
N -0.516 -0.151 -0.961 -0.115
C -0.878 0.702 -1.969 -0.165
N -0.084 1.728 -2.052 0.159
H 4.266 3.143 -4.159 0.102
H 4.721 3.822 -2.607 0.092
H 3.026 3.808 -3.115 0.087
H 5.418 1.056 -3.677 0.101
H 5.050 0.052 -2.297 0.088
H 5.936 1.574 -2.088 0.091
H 3.177 0.850 -4.331 0.098
H 1.850 1.662 -3.525 0.071
H 2.479 0.124 -2.885 0.076
H 4.191 0.244 -0.477 0.105
H 3.913 3.881 -0.301 0.133
H 5.265 2.845 -0.623 0.114
H 5.135 3.217 1.723 0.134
H 4.859 1.524 1.419 0.118
H 3.016 4.722 2.078 0.133
H 0.842 4.821 3.243 0.116
H 0.833 0.561 3.577 0.083
H 2.995 0.460 2.380 0.120
H 1.729 3.309 -1.512 0.140
H 1.786 2.823 0.184 0.119
H 1.151 0.060 0.414 0.119
H -1.717 0.543 -2.628 0.131
N -5.077 1.817 0.126 0.210
C -4.926 0.471 -0.518 -0.017
C -3.553 -0.073 -0.087 -0.611
O -2.915 0.562 0.734 0.054
O -3.244 -1.184 -0.662 -0.158
H -5.029 2.583 -0.547 0.183
H -4.268 1.899 0.779 0.156
H -5.951 1.920 0.644 0.182
H -4.998 0.566 -1.598 0.146
H -5.721 -0.186 -0.173 0.147
C -1.818 -0.818 3.998 -0.023
N -2.438 -1.980 3.361 -0.114
C -3.585 -2.701 3.949 -0.054
C -3.797 -3.874 2.975 -0.074
N -2.911 -3.505 1.854 0.054
C -2.118 -2.488 2.197 -0.665
S -0.735 -1.928 1.310 0.800
H -2.336 -0.629 4.934 0.111
H -1.898 0.055 3.350 0.062
H -0.773 -1.019 4.223 0.091
H -4.442 -2.028 3.992 0.138
H -3.346 -3.024 4.959 0.142
H -4.828 -3.966 2.647 0.128
H -3.474 -4.822 3.404 0.136
H -2.657 -4.147 1.122 0.133
I 0.670 -3.422 -1.740 1.219
C -1.114 -4.414 -2.262 -0.687
C -1.208 -5.561 -3.006 -0.053
C -2.496 -6.036 -3.249 0.019
C -3.596 -5.349 -2.750 0.002
C -3.393 -4.199 -2.011 -0.083
N -2.155 -3.740 -1.768 -0.136
H -0.331 -6.067 -3.385 0.130
H -2.633 -6.939 -3.831 0.141
H -4.601 -5.700 -2.935 0.133
H -4.207 -3.615 -1.603 0.123

=====

Record 6
24
Properties=species:S:1:pos:R:3:mulliken_spin:R:1 method="wB97M-V/def2-TZVPD" multiplicity=2 homo_energy_ev="-2.877 / -2.838" gap_ha="0.277 / 0.210" charge=-2 e_tot_ha=-7836.4258
Cd 1.862 -0.288 -0.663 -0.002
S 3.506 -3.580 1.793 0.613
As 2.704 -3.317 -0.177 -0.066
S 0.676 -2.548 -0.120 0.001
S 3.821 -1.859 -1.317 0.004
S 2.822 -5.314 -0.899 0.450
C -2.049 -0.320 -0.241 0.000
C -1.490 0.509 0.914 0.000
C -2.632 1.079 1.751 0.000
O -0.622 -0.254 1.741 0.000
C -0.662 1.650 0.262 0.000
O -1.263 2.634 -0.169 0.000
O 0.599 1.454 0.178 0.000
H -2.585 -1.193 0.148 0.000
H -1.256 -0.670 -0.900 0.000
H -2.737 0.291 -0.826 0.000
H -3.349 0.291 1.999 0.000
H -3.133 1.868 1.192 0.000
H -2.233 1.495 2.677 0.000
H -0.755 -1.194 1.578 0.000
Cl 3.432 1.822 -0.736 0.000
Ge 1.558 2.902 -1.750 0.000
Cl 2.798 3.745 -3.605 0.000
Cl 0.986 0.796 -2.832 0.000

=====

Record 7
17
Properties=species:S:1:pos:R:3:lowdin_charge:R:1 method="wB97M-V/def2-TZVPD" homo_energy_ev=-8.832 gap_ha=0.319 smiles="O=c1[nH]c2nccnc2cc1O" charge=0 e_tot_ha=-584.4824
O -3.047 -1.555 0.153 0.133
C -2.032 -0.981 -0.053 -0.404
N -0.755 -1.465 -0.176 0.195
C 0.451 -0.789 -0.175 -0.274
N 1.567 -1.440 -0.176 0.124
C 2.702 -0.824 0.118 -0.130
C 2.752 0.578 0.183 -0.083
N 1.562 1.264 -0.006 0.109
C 0.445 0.602 -0.162 -0.266
C -0.844 1.253 -0.236 0.053
C -2.040 0.577 -0.011 -0.184
O -3.324 1.034 0.084 0.070
H -0.632 -2.423 0.016 0.144
H 3.601 -1.518 0.384 0.135
H 3.538 1.363 0.239 0.111
H -0.757 2.332 -0.489 0.128
H -3.190 1.992 0.308 0.139

=====

Record 8
70
Properties=species:S:1:pos:R:3:lowdin_charge:R:1 method="wB97M-V/def2-TZVPD" homo_energy_ev=-4.944 gap_ha=0.268 charge=-1 e_tot_ha=-2358.9977
O -1.708 2.931 -0.082 -0.282
S -1.042 3.343 -1.283 0.598
O 0.218 4.015 -1.197 -0.277
O -2.041 4.353 -2.074 -0.189
C -1.108 2.043 -2.486 -0.228
C -0.497 0.686 -2.088 -0.263
C 0.634 0.672 -1.063 -0.335
P 2.350 0.415 -1.848 0.371
Cl 2.006 -1.867 -1.649 0.049
O 3.047 0.484 -0.242 -0.368
C 3.344 1.810 0.116 -0.283
C 3.636 2.542 -1.182 -0.278
O 2.672 2.082 -2.097 -0.349
H -1.829 5.246 -1.777 0.080
H -0.666 2.464 -3.390 0.110
H -2.186 1.954 -2.642 0.099
H -1.316 0.031 -1.787 0.105
H -0.090 0.259 -3.013 0.072
H 0.684 1.592 -0.480 0.047
H 0.485 -0.147 -0.362 0.047
H 3.615 0.004 -2.337 -0.009
H 1.769 0.315 -3.163 -0.020
H 2.494 2.281 0.631 0.106
H 4.208 1.819 0.792 0.109
H 3.565 3.630 -1.088 0.110
H 4.645 2.295 -1.547 0.105
C 5.158 -7.915 -3.150 -0.099
C 4.682 -7.111 -1.949 -0.285
N 3.487 -6.341 -2.224 -0.199
C 3.200 -5.315 -1.228 -0.259
C 2.865 -5.780 0.192 -0.085
C 2.346 -7.095 -2.714 -0.248
C 1.842 -8.262 -1.854 -0.088
H 5.260 -7.268 -4.023 0.078
H 6.128 -8.368 -2.936 0.067
H 4.468 -8.722 -3.403 0.059
H 5.458 -6.393 -1.670 0.117
H 4.577 -7.793 -1.087 0.099
H 2.389 -4.691 -1.607 0.059
H 4.069 -4.655 -1.185 0.109
H 1.874 -6.228 0.256 0.052
H 2.878 -4.917 0.859 0.072
H 3.592 -6.505 0.567 0.060
H 2.593 -7.485 -3.706 0.098
H 1.538 -6.376 -2.865 0.117
H 2.665 -8.907 -1.538 0.060
H 1.148 -8.876 -2.434 0.066
H 1.323 -7.923 -0.959 0.052
C -4.111 6.845 4.921 -0.097
C -4.106 6.174 3.555 -0.283
N -3.809 4.756 3.624 -0.200
C -3.473 4.162 2.336 -0.246
C -4.563 4.121 1.262 -0.080
C -4.679 3.971 4.485 -0.248
C -6.188 4.027 4.216 -0.086
H -3.182 6.631 5.453 0.079
H -4.205 7.926 4.805 0.068
H -4.944 6.508 5.540 0.061
H -3.323 6.626 2.939 0.117
H -5.059 6.397 3.048 0.100
H -3.108 3.150 2.517 0.114
H -2.616 4.713 1.940 0.106
H -5.335 3.385 1.487 0.056
H -4.109 3.845 0.310 0.052
H -5.048 5.093 1.141 0.065
H -4.507 4.282 5.519 0.099
H -4.335 2.937 4.421 0.114
H -6.533 5.057 4.101 0.062
H -6.730 3.592 5.058 0.068
H -6.470 3.480 3.318 0.052

=====

Record 9
7
Properties=species:S:1:pos:R:3:lowdin_charge:R:1 method="wB97M-V/def2-TZVPD" homo_energy_ev="-7.869 / -7.869" gap_ha="0.261 / 0.261" charge=0 e_tot_ha=-2689.7850
C 0.272 0.317 -0.908 -0.037
C -0.295 1.945 0.338 -0.549
C -0.306 -0.923 -0.425 -0.246
Br 1.108 2.059 1.487 0.563
H 0.108 -1.641 -1.057 0.024
H -1.366 -0.926 0.081 0.122
H 0.479 -0.831 0.482 0.122

=====

| no. | maximum force (eV Å⁻¹) |
| --- | --- |
| 1 | 4.31 |
| 2 | 4.16 |
| 3 | 2.13 |
| 4 | 5.99 |
| 5 | 0.86 |
| 6 | 0.60 |
| 7 | 4.43 |
| 8 | 0.60 |
| 9 | 4.14 |